No. 1
The following is a quantum chemistry calculation of 2 unconnected molecules or ions with the total composition C3H2O3 at a distorted geometry, from the Open Molecules 2025 dataset.

Geometry as XYZ:
```
8
Properties=species:S:1:pos:R:3:forces:R:3
O -0.5221 -0.0598 0.6231 0.3 0.3 1.3
C -1.1635 0.6349 -0.2031 -0.1 1.7 -1.0
H -2.4036 -1.0351 0.5252 -0.6 -0.3 0.2
H -1.0429 -1.4627 -0.5991 0.5 -2.3 -2.1
O 1.4909 1.6293 0.4067 0.4 0.4 0.2
O 2.9687 0.1487 -0.5779 0.4 0.0 0.0
C 2.2612 0.9114 -0.0698 -0.5 -0.2 -0.1
C -1.5887 -0.7668 -0.1050 -0.4 0.5 1.5
```
Forces are in eV/Å.

Energy above the lowest of the compared OMol25 structures with the same formula, charge and spin ... 69.6 kcal per mole
LUMO energy ... 0.66 eV
Energy ... -341.1259 Eh
HOMO energy ... -9.79 eV
Total charge ... 0


No. 2
The following is a quantum chemistry calculation of C3H2O3 in the gas phase, from the Open Molecules 2025 dataset.

Geometry as XYZ:
```
8
Properties=species:S:1:pos:R:3:forces:R:3
H 1.6216 0.9025 0.7720 -0.1 -0.3 -0.1
O -1.3151 1.6271 -0.5435 0.4 -0.4 0.1
H -1.0116 -1.6525 -0.5282 0.2 0.1 0.2
C -0.5910 0.7374 -0.2536 -0.5 0.6 -0.2
C -0.4105 -0.7980 -0.2185 -0.5 -0.4 0.0
O 0.9121 -0.6072 -0.7249 0.2 0.3 0.1
O 0.0642 -0.6113 1.1573 -0.3 -0.3 -0.2
C 0.7724 0.3522 0.3686 0.5 0.4 0.0
```
Forces are in eV/Å.

Energy above the lowest of the compared OMol25 structures with the same formula, charge and spin ... 84.4 kcal per mole
LUMO energy ... 0.92 eV
Energy ... -341.1023 Eh
HOMO energy ... -10.66 eV
Total charge ... 0


No. 3
The following is a quantum chemistry calculation of C3H2O3 in the gas phase at a distorted geometry, from the Open Molecules 2025 dataset.

Geometry as XYZ:
```
8
Properties=species:S:1:pos:R:3:forces:R:3
O -1.8676 1.4584 -0.1019 1.5 -0.9 -0.2
C 0.8381 -0.9582 0.0353 1.4 -1.7 -2.3
H -0.4955 0.9192 -1.4480 0.3 -0.1 -0.4
H 1.4329 -1.5221 0.7518 0.0 0.0 0.7
O 0.9536 -1.2558 -1.1478 -0.6 0.9 1.4
O -0.0102 0.3423 1.7720 -0.1 -0.3 -2.3
C -0.0188 0.1261 0.5571 0.1 0.4 3.2
C -0.8324 0.8901 -0.4186 -2.5 1.6 0.0
```
Forces are in eV/Å.

Energy above the lowest of the compared OMol25 structures with the same formula, charge and spin ... 40.7 kcal per mole
LUMO energy ... -2.06 eV
Structure (SMILES) ... O=CC(=O)C=O
Energy ... -341.1720 Eh
HOMO energy ... -10.40 eV
Total charge ... 0


No. 4
The following is a quantum chemistry calculation of C3H2O3 in the gas phase, from the Open Molecules 2025 dataset.

Geometry as XYZ:
```
8
Properties=species:S:1:pos:R:3:forces:R:3
C 0.0844 0.1902 1.3134 -0.3 0.4 0.2
C 0.5340 -0.1545 -0.1045 0.4 -0.1 -0.1
O -1.6723 -0.0768 -1.0344 0.6 0.0 -0.1
C -0.4871 -0.0779 -1.2393 -0.5 0.0 0.0
H 0.4944 -0.4640 2.1067 0.0 0.1 0.0
H -0.0341 -0.0968 -2.2496 -0.1 0.0 0.1
O 1.6764 -0.4778 -0.3270 -0.5 0.1 0.1
O -0.5956 1.1577 1.5348 0.4 -0.5 -0.1
```
Forces are in eV/Å.

Energy above the lowest of the compared OMol25 structures with the same formula, charge and spin ... 35.2 kcal per mole
LUMO energy ... -1.32 eV
Structure (SMILES) ... O=CC(=O)C=O
Energy ... -341.1808 Eh
HOMO energy ... -10.06 eV
Total charge ... 0


No. 5
The following is a quantum chemistry calculation of a molecular structure, C3H2O3, from the Open Molecules 2025 dataset.

Geometry as XYZ:
```
8
Properties=species:S:1:pos:R:3:forces:R:3
C -0.9445 0.5954 0.4195 0.1 -0.2 0.2
O -0.3578 -1.6978 0.5414 0.1 0.5 -0.2
O -0.8463 1.1657 1.5749 0.0 -0.1 -0.3
H 1.5621 -1.3195 -1.1984 0.0 0.1 0.0
O 1.3037 0.7032 -1.3229 -0.1 -0.5 0.2
C -0.0958 -0.6017 0.0999 -0.1 -0.4 0.1
H -1.6486 1.5487 0.7955 -0.1 0.2 0.1
C 1.0272 -0.3941 -0.9099 0.2 0.4 -0.2
```
Forces are in eV/Å.

Energy above the lowest of the compared OMol25 structures with the same formula, charge and spin ... 116.9 kcal per mole
LUMO energy ... -1.18 eV
Energy ... -341.0505 Eh
HOMO energy ... -9.33 eV
Total charge ... 0


No. 6
The following is a quantum chemistry calculation of 2 unconnected molecules or ions with the total composition C3H2O3 at a distorted geometry, from the Open Molecules 2025 dataset.

Geometry as XYZ:
```
8
Properties=species:S:1:pos:R:3:forces:R:3
C 1.0250 -0.3314 -0.3685 -0.4 -0.1 -0.4
C 0.2018 0.5043 -1.0029 0.4 0.5 -1.0
O -2.3886 0.0758 0.7398 0.6 0.0 -0.1
O 1.2417 -0.2231 0.9724 -0.2 0.0 0.3
O -0.3985 1.2700 -1.6584 0.4 -0.6 0.6
C -1.2676 0.0965 0.8669 -2.2 0.0 0.4
H 1.2787 -1.2523 -0.8900 0.1 0.2 0.0
H 0.3076 -0.1397 1.3408 1.3 -0.1 0.1
```
Forces are in eV/Å.

Energy above the lowest of the compared OMol25 structures with the same formula, charge and spin ... 55.2 kcal per mole
LUMO energy ... 0.15 eV
Energy ... -341.1488 Eh
HOMO energy ... -8.83 eV
Total charge ... 0


No. 7
The following is a quantum chemistry calculation of 3 unconnected molecules or ions with the total composition C3H2O3S at a distorted geometry, from the Open Molecules 2025 dataset.

Geometry as XYZ:
```
9
Properties=species:S:1:pos:R:3:forces:R:3
H 1.2333 -1.0712 -2.0616 2.9 0.2 -0.7
S 1.1773 -0.5120 1.9098 1.2 0.0 0.7
O -0.6034 2.3506 2.1989 0.9 0.9 4.3
C 0.3906 -1.4381 -1.5730 0.1 3.6 1.6
C -0.1839 -0.5600 1.2700 -1.1 -0.2 0.1
H 0.1567 -0.8698 -0.6355 0.0 -1.1 -0.1
O -0.9904 1.9300 0.0136 -0.3 -0.4 -2.8
O -0.4107 -1.9572 -2.2330 -3.0 -2.8 -1.5
C -0.7694 2.1278 1.1108 -0.7 -0.1 -1.6
```
Forces are in eV/Å.

Energy above the lowest of the compared OMol25 structures with the same formula, charge and spin ... 84.3 kcal per mole
LUMO energy ... -0.51 eV
Energy ... -739.3169 Eh
HOMO energy ... -9.69 eV
Total charge ... 0


No. 8
The following is a quantum chemistry calculation of C3H2O3S in the gas phase, from the Open Molecules 2025 dataset.

Geometry as XYZ:
```
9
Properties=species:S:1:pos:R:3:forces:R:3
S 0.9712 1.1625 -0.0029 -0.1 -0.1 0.0
H -1.2114 1.6954 0.8995 0.0 -0.1 -0.1
H -1.2316 1.7091 -0.8655 0.0 0.1 -0.2
O 1.9588 -1.2928 0.0010 -0.4 0.3 0.0
C -0.8269 1.2027 0.0025 -0.1 0.0 0.3
O -0.2848 -1.1453 0.0018 0.1 0.2 0.0
C 0.9897 -0.6049 0.0001 0.2 -0.4 0.0
O -2.4431 -0.5864 -0.0039 -0.7 -0.1 0.0
C -1.3201 -0.2325 0.0010 1.0 0.1 0.0
```
Forces are in eV/Å.

Energy above the lowest of the compared OMol25 structures with the same formula, charge and spin ... 0.0 kcal per mole
LUMO energy ... 0.29 eV
Structure (SMILES) ... O=C1CSC(=O)O1
Energy ... -739.4513 Eh
HOMO energy ... -10.56 eV
Total charge ... 0


no.,frontier orbital gap (eV)
1,10.45
2,11.58
3,8.34
4,8.73
5,8.15
6,8.98
7,9.18
8,10.85